The following is a DFT calculation (ωB97M-V/def2-TZVPD) of a structure of composition C56H47CrF5N2O10S8Te.

Results
Frontier orbital gap (alpha / beta): 7.1 / 6.9 eV
Total charge: -1
Electronic energy: -8021.45685 hartree
Energy relative to the best compared isomer or geometry (same formula, charge and spin): 396.99 kJ/mol
Spin multiplicity: 4

The geometry in XYZ format:
```
130
Properties=species:S:1:pos:R:3:lowdin_charge:R:1
S 2.823 1.882 1.930 0.458
H 3.018 -2.832 3.143 0.116
S -2.272 4.962 -2.143 1.048
H 2.744 0.734 -4.663 0.070
O 4.102 1.484 1.342 -0.409
O -0.234 3.081 -0.302 -0.335
C 0.081 1.676 -3.987 -0.743
C 3.121 -2.323 -2.613 -0.066
C -2.128 -1.698 -0.552 -0.118
C -2.949 -0.317 4.628 -0.037
C -5.291 -1.632 -3.398 -0.081
C -5.056 -0.540 -2.618 -0.031
C 2.714 6.254 -1.048 -0.366
H -4.362 -6.852 1.964 0.099
Cr 0.631 1.659 -1.067 0.651
C -0.550 3.447 2.471 -0.124
H -6.107 -1.631 -4.110 0.099
C 4.500 -2.586 -2.669 0.023
C -3.760 -6.080 1.501 -0.084
C 0.418 6.430 -1.252 -0.146
H -0.565 3.214 4.677 0.096
S -0.699 5.987 2.392 1.067
S -1.209 1.577 -2.813 0.774
C -0.602 3.882 3.827 -0.179
H -0.383 -6.779 -0.629 0.114
C -3.129 4.643 0.224 -0.127
C -3.736 0.618 -0.893 -0.039
S 0.685 -2.057 -1.618 1.055
Te 3.591 2.160 -1.126 1.975
H 6.930 -4.402 -1.125 0.076
C -2.692 0.619 -0.027 -0.108
F 1.762 3.048 -2.335 -0.521
C 4.412 -3.765 -0.594 0.015
H 1.339 -0.235 6.094 0.104
C -0.274 -3.401 -0.955 -0.275
C 1.855 0.333 -5.150 -0.050
H -2.984 -2.815 6.860 0.076
C -2.244 -4.058 0.275 -0.113
F 4.341 3.291 -2.455 -0.444
C -0.602 4.473 1.584 -0.476
O 2.948 -2.590 0.889 -0.246
C -3.956 5.030 -1.898 -0.418
H -5.292 4.855 -0.209 0.094
H -3.167 4.472 1.290 0.110
H 1.553 4.415 -5.152 0.090
N 0.667 0.544 -4.330 -0.003
S -0.573 -0.253 1.333 1.039
H -3.549 0.385 5.197 0.111
C 1.615 3.333 -5.065 -0.059
C 1.788 -0.378 5.120 -0.069
H 2.010 -2.492 5.359 0.104
H -0.727 -2.760 2.634 0.115
C -2.295 0.114 3.483 -0.060
C 6.632 -3.522 -1.696 -0.041
H 3.778 6.402 -1.146 0.077
C -3.583 -2.110 6.283 -0.055
O 1.175 0.358 -1.772 -0.443
H 1.730 0.762 -6.141 0.077
H 6.983 -3.630 -2.723 0.075
C 2.927 -0.765 2.602 -0.193
S 3.663 -1.151 0.973 0.701
H -4.616 5.206 -2.733 0.059
H 2.391 -4.235 -0.057 0.137
H 5.081 -2.194 -3.493 0.120
C 2.989 -3.375 -0.361 -0.264
H 1.967 -0.744 -5.255 0.082
H -0.443 2.420 2.155 0.071
H 2.646 -1.788 -3.424 0.089
H 2.428 3.092 -4.380 0.068
C -1.464 -3.043 -0.363 -0.134
C 2.009 0.710 4.285 -0.041
S 2.155 4.958 -0.095 1.095
H 4.887 -4.282 0.231 0.127
O 1.650 1.651 1.028 -0.481
C 2.166 -1.641 4.707 -0.071
C -4.156 -4.726 1.603 -0.071
O 2.753 3.140 2.609 -0.268
C -0.690 5.235 3.930 -0.415
C 0.513 5.321 -0.466 -0.453
H -3.854 -1.275 6.928 0.073
H -4.619 -3.618 -3.933 0.101
O 0.355 -2.077 -3.096 -0.469
H -2.444 1.513 0.538 0.104
F 5.292 1.354 -1.200 -0.424
N 0.337 2.874 -4.516 -0.020
F 4.613 3.524 -0.161 -0.524
C -1.374 -2.096 3.194 -0.064
H -0.189 3.591 -4.041 0.086
C -1.958 4.684 -0.478 -0.427
C 5.145 -3.313 -1.640 -0.276
C 2.735 -1.840 3.454 -0.052
H -5.667 0.350 -2.708 0.113
O 5.063 -1.357 1.157 -0.224
C -1.832 -5.408 0.203 -0.155
C 1.697 6.967 -1.596 -0.179
C 2.589 0.523 3.047 -0.221
C -0.657 -5.736 -0.518 -0.016
H 0.988 -4.999 -1.651 0.120
H 1.835 7.833 -2.227 0.092
H -4.504 -2.622 5.996 0.080
C -2.841 -1.636 5.062 -0.275
C -1.519 -0.786 2.769 -0.333
C -3.995 -0.531 -1.679 -0.160
C 0.108 -4.754 -1.069 -0.054
C -2.045 -2.515 4.331 -0.034
H -1.950 -3.545 4.656 0.116
C -4.453 -2.764 -3.288 -0.068
H -0.515 6.861 -1.580 0.075
C -1.898 -0.543 0.146 -0.295
C -4.280 4.846 -0.588 -0.193
H -2.308 -7.442 0.744 0.109
C 2.361 -2.710 -1.556 -0.271
O 3.170 -0.442 -0.168 -0.338
F 3.497 1.077 -2.792 -0.492
C -3.432 -2.787 -2.384 0.002
H -2.786 -3.653 -2.333 0.120
H 0.418 -0.256 -3.744 0.057
H -4.348 1.504 -1.021 0.119
C -2.625 -6.408 0.822 -0.039
H -2.392 1.142 3.152 0.104
H -0.746 5.836 4.824 0.057
H -5.046 -4.468 2.164 0.102
H 1.802 2.920 -6.052 0.068
C -3.425 -3.746 1.001 -0.013
O 0.461 -1.305 1.165 -0.472
H 1.754 1.721 4.582 0.112
C -3.183 -1.678 -1.531 -0.090
C -0.564 4.380 0.065 -0.550
H 7.130 -2.654 -1.258 0.093
H -3.731 -2.711 1.085 0.124
```